(1)
DFT (ωB97M-V/def2-TZVPD) results for a 2-piece molecular cluster, C15H33N4O3P2 overall at a distorted geometry.

- Kohn-Sham gap: 6.40 eV
- Calculated total energy: -1718.20533 Eh
- Total charge: +1
- HOMO: -9.887 eV
- LUMO energy: -0.12800 Eh
- Energy relative to the best compared isomer or geometry (same formula, charge and spin): 237.4 kcal/mol

Each line ends with the natural charge from an NBO analysis.
Atoms and positions in Å:
C 2.50 -0.77 -0.56  -0.653
C 1.96 -2.27 -0.97  -0.416
C 0.75 -2.26 -2.10  -0.419
C -0.56 -1.38 -1.70  -0.459
C -1.90 -2.23 -1.28  -0.358
C -2.22 -3.51 -2.31  0.253
N -2.01 -4.47 -3.19  -0.281
P -3.38 -1.01 -1.63  0.766
C -3.51 0.32 -0.25  -0.960
C -5.06 -2.00 -1.61  -0.712
C -5.92 -1.60 -0.24  -0.640
C -1.85 -2.82 0.23  -0.273
N -0.79 -3.95 0.21  -0.832
C -3.23 -3.55 0.76  0.220
N -4.32 -4.22 1.04  -0.289
P -1.30 -1.61 1.59  1.278
O -2.41 -1.58 2.94  -0.965
O 0.36 -1.83 2.08  -0.951
H 2.58 -0.09 -1.54  0.200
H 3.52 -0.76 0.03  0.220
H 1.68 -0.32 0.18  0.204
H 1.63 -2.89 -0.01  0.229
H 2.84 -2.92 -1.46  0.214
H 1.21 -1.77 -3.09  0.209
H 0.56 -3.38 -2.38  0.252
H -0.26 -0.56 -0.89  0.244
H -0.85 -0.75 -2.67  0.258
H -2.46 0.88 -0.24  0.241
H -3.67 -0.10 0.83  0.233
H -4.30 1.15 -0.56  0.263
H -4.89 -3.17 -1.60  0.258
H -5.75 -1.71 -2.53  0.252
H -6.80 -2.36 -0.03  0.238
H -5.25 -1.62 0.73  0.212
H -6.33 -0.49 -0.33  0.208
H -1.25 -4.86 -0.07  0.399
H -0.44 -4.14 1.18  0.362
H -2.11 -0.96 3.67  0.516
H 0.32 -2.46 2.87  0.481
C 2.87 5.58 0.49  -0.645
C 3.89 4.59 -0.07  -0.075
C 3.47 3.13 0.09  -0.088
O 3.64 2.71 1.45  -0.560
C 2.45 2.77 2.24  -0.256
N 5.17 4.77 0.68  -0.680
H 2.83 5.56 1.58  0.223
H 3.13 6.60 0.19  0.234
H 1.87 5.36 0.10  0.257
H 4.09 4.82 -1.12  0.234
H 4.14 2.50 -0.51  0.207
H 2.45 2.94 -0.28  0.222
H 1.55 2.65 1.64  0.190
H 2.43 3.71 2.78  0.169
H 2.49 1.96 2.97  0.217
H 5.43 5.75 0.84  0.445
H 5.95 4.29 0.22  0.445
H 5.06 4.30 1.60  0.461

(2)
DFT (ωB97M-V/def2-TZVPD) results for C15H33NO4Zn as an isolated structure at a distorted geometry.

- Kohn-Sham gap: 2.35 eV
- Calculated total energy: -2725.58063 Eh
- Total charge: +2
- HOMO: -13.695 eV
- LUMO energy: -0.41680 Eh

Each line ends with the natural charge from an NBO analysis.
Atoms and positions in Å:
C -4.79 -0.46 -3.96  -0.426
C -4.78 -0.49 -2.44  -0.108
O -3.97 0.53 -1.93  -0.481
C -2.62 0.21 -2.10  -0.032
C -1.66 1.24 -1.57  -0.439
C -0.24 0.78 -1.85  0.077
C 0.82 1.72 -1.26  -0.088
O 1.39 1.04 -0.17  -0.541
C 1.67 1.80 0.99  0.261
O 1.72 0.87 2.01  -0.545
C 2.19 1.43 3.25  -0.075
C 1.62 0.67 4.44  -0.232
C 0.10 0.49 4.31  -0.617
C 2.34 -0.66 4.74  -0.214
C 3.85 -0.48 4.86  -0.611
C 1.99 -1.78 3.74  -0.623
O -0.13 0.67 -3.29  -0.553
C 0.93 -0.13 -3.74  -0.093
C 0.67 -1.64 -3.67  -0.248
N -0.82 -1.98 -3.71  -0.963
H -3.98 -1.25 -4.37  -0.103
H -5.69 -0.86 -4.43  0.286
H -4.53 0.51 -4.38  0.264
H -4.47 -1.47 -2.07  0.185
H -5.81 -0.35 -2.10  0.271
H -2.41 0.13 -3.18  0.082
H -2.42 -0.77 -1.62  0.151
H -1.82 2.20 -2.05  0.241
H -1.79 1.36 -0.49  0.257
H -0.05 -0.19 -1.37  0.178
H 0.38 2.68 -0.96  0.195
H 1.57 1.94 -2.03  0.186
H 0.86 2.53 1.15  0.130
H 2.62 2.34 0.87  0.150
H 3.28 1.39 3.25  0.192
H 1.90 2.49 3.32  0.175
H 1.78 1.32 5.30  0.218
H -0.23 -0.34 4.93  0.219
H -0.43 1.38 4.66  0.215
H -0.20 0.28 3.29  0.203
H 1.98 -0.97 5.72  0.207
H 4.28 -1.29 5.45  0.224
H 4.34 -0.49 3.89  0.197
H 4.11 0.46 5.37  0.210
H 1.58 -2.65 4.24  0.214
H 1.26 -1.46 3.00  0.207
H 2.88 -2.12 3.21  0.207
H 1.11 0.16 -4.78  0.211
H 1.86 0.07 -3.20  0.227
H 1.15 -2.13 -4.52  0.238
H 1.03 -2.11 -2.76  0.249
H -1.21 -2.24 -2.81  0.445
H -0.88 -2.80 -4.32  0.386
Zn -2.37 -1.55 -4.88  1.634

(3)
DFT (ωB97M-V/def2-TZVPD) results for C15H34MoN8O4S as an isolated structure at a distorted geometry.

- Kohn-Sham gap (alpha / beta): 5.49 / 5.49 eV
- Calculated total energy: -1795.81221 Eh
- Total charge: +4
- HOMO (alpha / beta): -21.090 / -21.090 eV
- LUMO energy (alpha / beta): -0.57341 / -0.57339 Eh
- Energy relative to the best compared isomer or geometry (same formula, charge and spin): 0.0 kcal/mol

Each line ends with the natural charge from an NBO analysis.
Atoms and positions in Å:
Mo -0.59 -0.31 -0.10  1.720
C 1.24 -1.29 3.36  -0.420
N 2.18 -1.68 2.32  -0.319
C 3.43 -2.38 2.72  -0.227
C 4.21 -2.50 1.40  -0.228
N 3.37 -1.74 0.45  -0.333
C 3.69 -1.74 -0.97  -0.419
C 2.26 -1.31 1.05  0.648
N 1.30 -0.53 0.37  -0.565
C 1.89 0.68 -0.32  -0.275
C 0.98 1.93 -0.26  -0.260
N -0.46 1.59 -0.40  -0.418
C -1.37 2.69 -0.47  0.643
N -2.32 2.77 -1.37  -0.305
C -2.65 1.90 -2.49  -0.404
C -3.12 4.00 -1.14  -0.229
C -2.37 4.69 0.01  -0.223
N -1.33 3.69 0.38  -0.318
C -0.56 3.87 1.61  -0.433
H 1.49 -1.86 4.25  0.274
H 0.22 -1.55 3.09  0.208
H 1.31 -0.23 3.59  0.232
H 3.19 -3.34 3.17  0.258
H 3.95 -1.77 3.46  0.253
H 4.31 -3.53 1.05  0.247
H 5.21 -2.05 1.45  0.262
H 4.26 -2.65 -1.18  0.275
H 4.31 -0.88 -1.25  0.247
H 2.79 -1.77 -1.57  0.178
H 2.14 0.43 -1.36  0.234
H 2.81 0.97 0.18  0.290
H 1.31 2.63 -1.03  0.285
H 1.10 2.40 0.72  0.266
H -1.90 1.12 -2.61  0.170
H -2.67 2.49 -3.41  0.270
H -3.63 1.45 -2.33  0.255
H -4.14 3.70 -0.88  0.254
H -3.15 4.59 -2.05  0.263
H -3.00 4.88 0.88  0.259
H -1.89 5.62 -0.29  0.259
H -1.10 4.57 2.24  0.280
H 0.42 4.29 1.40  0.240
H -0.47 2.93 2.16  0.211
N -0.59 -2.57 0.07  -0.799
C -1.57 -3.33 -0.79  -0.227
C -1.23 -3.21 -2.25  -0.461
C -1.35 -1.81 -2.81  -0.221
N -0.32 -0.86 -2.19  -0.776
H 0.33 -2.98 -0.05  0.409
H -0.84 -2.79 1.04  0.433
H -2.56 -2.93 -0.58  0.235
H -1.56 -4.37 -0.47  0.263
H -1.92 -3.85 -2.81  0.307
H -0.23 -3.61 -2.46  0.229
H -2.34 -1.38 -2.63  0.231
H -1.17 -1.80 -3.88  0.265
H -0.29 -0.02 -2.77  0.433
H 0.59 -1.29 -2.33  0.426
O -2.97 -1.01 2.81  -0.691
S -2.42 0.12 2.20  2.518
O -3.03 1.36 1.96  -0.747
O -2.27 -0.56 0.09  -0.548
O -0.94 0.09 2.00  -0.886

(4)
DFT (ωB97M-V/def2-TZVPD) results for C15H34NO3P2Sm as an isolated structure at a distorted geometry.

- Kohn-Sham gap (alpha / beta): 6.80 / 6.78 eV
- Calculated total energy: -2212.93513 Eh
- Spin multiplicity: 6
- HOMO (alpha / beta): -6.481 / -6.467 eV
- LUMO energy (alpha / beta): 0.01170 / 0.01163 Eh

Each line ends with the Mulliken spin population.
Atoms and positions in Å:
C -0.80 0.96 -4.31  0.000
C -0.82 0.45 -3.03  -0.001
N -0.03 0.98 -2.07  -0.005
C 0.84 1.97 -2.34  0.002
C 0.92 2.51 -3.61  0.000
C 0.08 2.01 -4.62  0.003
C -1.69 -0.77 -2.68  -0.001
P -2.27 -0.90 -0.95  -0.008
Sm 0.02 -0.13 0.11  5.109
P 2.21 1.40 0.12  -0.012
C 1.65 2.56 -1.18  0.000
O -0.52 -3.59 -3.01  0.000
O 0.58 -3.75 -0.54  -0.001
H -1.49 0.53 -5.06  0.000
H 1.64 3.33 -3.79  0.000
H 0.12 2.42 -5.62  0.000
C -3.58 0.25 -0.52  -0.001
C -2.61 -2.59 -0.45  0.005
H 2.62 3.00 -1.50  0.000
H 1.04 3.31 -0.63  -0.001
H -1.17 -1.75 -2.89  -0.002
H -2.67 -0.73 -3.21  -0.001
C 2.36 2.22 1.71  0.000
C 3.66 0.46 -0.31  0.000
H 0.81 -2.74 -0.59  -0.001
H 0.35 -3.93 0.38  0.000
H -0.17 -3.86 -2.12  0.001
H 0.26 -3.56 -3.57  0.000
H -0.90 1.53 0.63  -0.041
H 1.05 -1.48 -0.85  -0.018
H -4.43 -0.16 -1.09  -0.001
H -3.74 0.23 0.58  0.000
H -3.29 1.27 -0.83  0.001
H -3.48 -2.84 -1.09  -0.001
H -1.74 -3.24 -0.64  -0.002
H -2.86 -2.61 0.64  0.000
H 4.46 1.23 -0.33  0.000
H 3.83 -0.33 0.46  0.001
H 3.49 -0.03 -1.29  0.000
H 3.23 2.89 1.58  -0.001
H 1.43 2.77 1.96  0.000
H 2.53 1.47 2.51  0.000
C -0.98 1.11 3.87  -0.001
C -0.02 -0.02 3.49  -0.011
C 1.33 0.14 4.20  0.000
C -0.60 -1.41 3.79  0.005
O 0.20 -0.01 2.15  -0.017
H -1.12 1.10 4.96  0.000
H -1.94 0.98 3.36  0.000
H -0.57 2.08 3.56  0.001
H 1.20 -0.20 5.23  0.000
H 2.09 -0.48 3.70  0.000
H 1.67 1.18 4.19  0.000
H -1.56 -1.53 3.25  -0.001
H 0.10 -2.17 3.40  0.000
H -0.73 -1.51 4.88  0.000